Entry from the OMol25 dataset: one molecule with the formula C5H9N3O (ωB97M-V/def2-TZVPD).

Its total charge is 0. The spin multiplicity is 1. The SMILES is CN(O)C1=NC[C@@H]2CN12. As for the orbital gap: 9.3 eV. The value obtained for the relative energy (zero: lowest compared OMol25 entry of this formula, charge and spin) is 7.274 eV. For the strongest force on any atom, the calculation gives 10.91 eV/Å.

Structure (XYZ):
```
18
Properties=species:S:1:pos:R:3:forces:R:3:lowdin_charge:R:1
H 2.508 -1.539 -1.068 0.160 -0.699 -0.853 0.086
H -1.797 1.515 -1.374 -1.526 -1.232 3.924 0.169
N -1.472 -0.342 -0.180 0.441 1.595 -1.190 -0.217
H 2.723 1.003 -0.809 -1.423 -0.973 0.936 0.147
C 0.912 1.099 0.820 1.145 -1.970 1.864 -0.049
H -2.527 1.340 0.535 -0.959 1.904 2.825 0.010
C 1.920 0.398 -0.252 -0.173 0.048 0.327 -0.212
H -1.444 -1.778 0.978 -1.889 0.364 -1.397 0.145
N 0.533 -1.610 -0.067 1.370 -1.321 -0.897 0.098
H 0.924 2.199 1.306 -0.010 -2.411 -2.184 0.125
C 1.948 -1.190 -0.238 0.751 2.046 3.765 -0.154
C -0.136 -0.594 -0.403 -1.870 2.953 1.143 -0.454
H -3.237 0.402 -1.071 1.385 1.613 2.766 0.130
H 0.574 0.298 1.698 0.931 2.106 -2.439 0.152
O -2.145 -1.402 0.315 0.948 -2.127 2.362 -0.037
N 0.570 0.611 -0.557 -1.599 3.452 -0.338 -0.065
C -2.374 0.901 -0.353 2.680 -4.172 -9.713 0.015
H 2.519 -1.311 0.721 -0.363 -1.176 -0.902 0.111
```
Forces are in eV/Å.

***

Entry from the OMol25 dataset: C5H9N3O as an isolated structure (ωB97M-V/def2-TZVPD).

Its total charge is 0. The spin multiplicity is 1. As for the orbital gap: 9.4 eV. The value obtained for the relative energy (zero: lowest compared OMol25 entry of this formula, charge and spin) is 6.021 eV. For the strongest force on any atom, the calculation gives 6.79 eV/Å.

Structure (XYZ):
```
18
Properties=species:S:1:pos:R:3:forces:R:3:lowdin_charge:R:1
H 1.224 -2.940 0.195 0.192 1.585 -1.152 0.145
H -2.022 -0.762 -1.702 -2.674 -0.035 2.954 0.125
H -3.003 -1.269 0.271 0.583 2.210 -3.209 0.126
H 1.427 0.213 1.320 -1.086 2.160 -0.644 0.124
N 1.784 -1.044 -0.672 2.277 3.199 -5.545 0.080
C 0.470 0.869 1.218 -0.687 -1.568 2.643 -0.108
N -1.587 0.355 -0.050 3.352 -0.978 3.389 -0.087
O 1.183 1.873 -0.784 -1.148 -0.131 0.754 -0.036
C -0.506 -0.172 0.569 -2.444 1.361 -0.663 -0.373
C 0.347 1.904 0.127 1.905 2.176 -1.320 -0.269
H 2.409 -1.364 -1.502 -1.456 -0.082 2.464 0.149
C 0.956 -1.850 -0.045 -0.898 -2.676 2.924 -0.337
H 1.488 -0.024 -1.028 0.364 -2.441 1.706 0.131
H -0.428 2.780 0.033 0.975 -1.883 0.921 0.154
C -2.643 -0.412 -0.602 -0.307 -0.040 -2.669 -0.219
H 0.245 1.158 2.409 -0.037 -0.520 -3.481 0.171
H -3.627 0.518 -1.106 2.868 -3.299 1.953 0.150
N -0.042 -1.502 0.691 -1.779 0.962 -1.025 0.072
```
Forces are in eV/Å.

***

Entry from the OMol25 dataset: C5H9N3O as an isolated structure (ωB97M-V/def2-TZVPD).

Its total charge is 0. The spin multiplicity is 1. As for the orbital gap (alpha / beta): 8.0 / 8.0 eV. The value obtained for the relative energy (zero: lowest compared OMol25 entry of this formula, charge and spin) is 3.851 eV. For the strongest force on any atom, the calculation gives 1.74 eV/Å.

Structure (XYZ):
```
18
Properties=species:S:1:pos:R:3:forces:R:3:lowdin_charge:R:1
C -0.376 -1.174 -0.719 -1.317 0.521 1.007 -0.339
N 2.501 -0.966 -1.115 -0.013 -0.209 0.083 0.146
C -0.496 0.030 0.415 0.079 -0.630 -0.350 -0.474
H -0.055 -2.098 -0.202 0.378 0.125 -0.210 0.145
H -0.474 2.192 -0.902 0.100 -0.039 -0.287 0.109
H -2.198 0.432 -0.550 0.010 -0.067 0.082 0.086
H -0.961 -1.097 2.177 0.007 0.005 0.002 0.090
H -0.078 0.411 2.501 -0.005 -0.028 0.027 0.086
H 0.769 -0.989 1.837 0.000 0.002 -0.025 0.084
C 0.650 0.636 -0.352 -0.280 -0.055 -0.749 -0.208
C 1.395 -0.470 -0.842 0.490 0.388 -0.208 -0.181
H 3.305 -0.438 -0.766 -0.085 0.083 -0.004 0.066
C -0.171 -0.435 1.817 -0.081 0.132 -0.124 -0.024
H -2.301 0.714 1.086 0.036 -0.035 -0.055 0.084
O -1.198 -1.180 -1.651 0.553 0.241 0.084 -0.067
N 0.386 1.698 -1.127 0.368 -0.623 0.738 0.191
H 1.008 1.945 -1.880 -0.287 0.141 0.069 0.126
N -1.705 0.789 0.273 0.047 0.048 -0.080 0.080
```
Forces are in eV/Å.

***

Entry from the OMol25 dataset: one molecule with the formula C5H9N3O (ωB97M-V/def2-TZVPD).

Its total charge is 0. The spin multiplicity is 1. As for the orbital gap: 8.2 eV. The value obtained for the relative energy (zero: lowest compared OMol25 entry of this formula, charge and spin) is 4.466 eV. For the strongest force on any atom, the calculation gives 3.95 eV/Å.

Structure (XYZ):
```
18
Properties=species:S:1:pos:R:3:forces:R:3:lowdin_charge:R:1
H 2.072 -1.522 0.706 -0.211 -0.209 -0.377 0.134
H -2.719 -0.483 0.340 0.076 0.088 0.039 0.091
H 2.905 0.532 -0.300 -0.281 -0.006 0.040 0.088
H -0.052 1.349 -1.589 0.012 -0.071 0.124 0.080
H -1.670 -1.065 1.647 0.067 0.089 -0.090 0.094
C -0.622 0.075 0.095 0.234 0.889 0.660 -0.465
C -1.852 -0.236 0.958 -0.080 -0.001 -0.051 -0.021
C 0.597 0.422 1.024 -1.558 1.300 0.503 -0.391
H -2.055 0.657 1.557 -0.026 -0.132 -0.125 0.096
H -1.106 2.095 -0.386 -0.053 -0.117 -0.099 0.096
C -0.087 -1.150 -0.530 2.840 -2.114 1.750 -0.184
H 2.882 -0.739 -1.331 -0.095 0.120 -0.045 0.082
N 2.286 -0.104 -0.805 0.467 -0.483 0.074 0.018
N 1.535 -0.852 0.149 -1.243 -0.153 -1.324 -0.073
H -1.769 0.919 -1.557 0.013 -0.013 0.139 0.090
N 0.934 1.138 1.913 -0.057 -0.945 -1.053 0.096
C -0.906 1.171 -0.935 -0.004 0.295 0.003 -0.023
O -0.374 -2.207 -0.956 -0.100 1.461 -0.167 0.192
```
Forces are in eV/Å.

***

Entry from the OMol25 dataset: one molecule with the formula C5H9N3O2 (ωB97M-V/def2-TZVPD).

Its total charge is 0. The spin multiplicity is 1. The SMILES is N#CC[C@](N)(CN)C(=O)O. As for the orbital gap: 10.1 eV. The value obtained for the relative energy (zero: lowest compared OMol25 entry of this formula, charge and spin) is 0.827 eV. For the strongest force on any atom, the calculation gives 3.77 eV/Å.

Structure (XYZ):
```
19
Properties=species:S:1:pos:R:3:forces:R:3:lowdin_charge:R:1
H 0.993 -3.527 -0.103 0.126 0.288 0.283 0.129
C 0.822 -2.624 0.502 -0.081 0.616 0.105 -0.214
C 0.843 -0.197 0.463 -0.169 2.143 1.318 -0.392
N 1.936 -2.209 1.344 -1.255 0.313 1.847 -0.008
H -0.048 -2.785 1.150 0.017 -0.061 -0.362 0.117
C 0.574 -1.421 -0.439 -0.682 -0.336 0.492 -0.487
N -1.444 0.555 -2.550 0.246 -0.765 0.649 0.155
O 1.567 0.726 0.177 -1.104 -1.301 0.496 0.119
C -0.893 -1.426 -0.922 -0.081 -0.063 -0.060 -0.109
H 2.818 -2.663 1.134 -0.301 0.177 1.136 0.082
C -1.206 -0.318 -1.830 -0.172 0.655 -0.589 -0.213
H 2.438 -1.562 -1.237 -0.170 0.090 0.006 0.091
H 1.420 -0.660 -2.141 0.009 -0.047 0.128 0.089
H -1.581 -1.375 -0.067 0.238 -0.003 -0.168 0.129
H 1.550 -1.866 2.323 2.150 -1.442 -2.742 0.148
O 0.062 -0.176 1.713 0.933 -0.694 -2.352 0.018
H -1.076 -2.369 -1.457 0.077 0.233 0.135 0.136
N 1.477 -1.496 -1.564 -0.064 0.114 0.065 0.103
H 0.213 0.659 2.176 0.284 0.084 -0.386 0.107
```
Forces are in eV/Å.

***

Entry from the OMol25 dataset: one molecule with the formula C5H9N3O2 (ωB97M-V/def2-TZVPD).

Its total charge is 0. The spin multiplicity is 1. As for the orbital gap: 8.9 eV. The value obtained for the relative energy (zero: lowest compared OMol25 entry of this formula, charge and spin) is 3.473 eV. For the strongest force on any atom, the calculation gives 4.52 eV/Å.

Structure (XYZ):
```
19
Properties=species:S:1:pos:R:3:forces:R:3:lowdin_charge:R:1
H -1.776 -1.918 -0.898 -0.156 0.242 -0.698 0.096
C 2.300 -0.135 0.262 0.796 -1.442 0.521 -0.417
H -1.096 -0.630 -2.013 -0.690 0.750 -0.321 0.077
N 0.812 1.795 0.040 -2.228 0.664 0.875 0.038
H 2.816 1.924 0.100 0.313 0.453 0.115 0.100
C -1.637 1.598 0.324 -0.025 -2.733 -3.055 -0.067
H -0.303 -2.051 -1.827 1.575 -1.673 -0.713 0.058
O -0.938 -1.397 1.018 0.233 0.906 -0.923 0.025
C -0.232 -0.842 -0.057 0.198 2.559 0.854 -0.344
N 1.171 -1.006 0.158 0.763 -0.174 0.371 0.131
C 1.975 1.268 0.137 0.818 -0.441 -0.723 -0.108
H -1.702 2.583 0.496 0.163 3.750 0.761 0.038
C -0.904 -1.398 -1.301 -0.639 1.275 1.691 0.017
H -1.992 1.061 1.162 -0.551 -0.620 0.921 0.061
N -0.316 1.148 -0.024 1.314 -4.260 -0.717 -0.081
H 1.307 -1.867 0.668 0.482 -0.309 -0.168 0.141
O 3.442 -0.585 0.537 -3.145 0.951 -0.727 0.017
H -2.299 1.398 -0.583 0.542 0.062 1.265 0.111
H -0.627 -0.946 1.801 0.237 0.040 0.670 0.107
```
Forces are in eV/Å.

***

Entry from the OMol25 dataset: one molecule with the formula C5H9N3O2 (ωB97M-V/def2-TZVPD).

Its total charge is 0. The spin multiplicity is 1. The SMILES is C/N=C/C=C(\N)C[N+](=O)[O-]. As for the orbital gap: 8.4 eV. The value obtained for the relative energy (zero: lowest compared OMol25 entry of this formula, charge and spin) is 5.202 eV. For the strongest force on any atom, the calculation gives 6.19 eV/Å.

Structure (XYZ):
```
19
Properties=species:S:1:pos:R:3:forces:R:3:lowdin_charge:R:1
H 0.076 -2.367 -1.180 -0.050 -0.450 -0.404 0.072
H -3.123 2.655 -0.549 1.381 0.721 1.305 0.110
N 2.597 -2.052 -0.483 -0.235 -0.097 1.450 -0.381
C 1.760 -1.645 0.655 -2.242 2.185 0.588 -0.039
H 2.120 -0.955 1.377 1.618 0.971 -0.266 0.117
C 0.422 -1.012 0.243 1.248 1.069 -0.771 -0.285
H -1.850 0.398 -0.348 0.412 -0.204 -0.011 0.117
H -1.249 -1.310 -0.785 0.874 -1.032 -0.209 0.087
O 2.106 -2.970 -1.104 0.451 -0.260 -0.989 0.075
H -1.901 3.884 -0.768 0.664 -0.206 0.626 0.081
C 0.208 0.319 0.501 0.078 -2.616 -0.208 -0.041
O 3.657 -1.509 -0.654 0.099 -0.068 -0.455 0.119
C -0.998 0.951 0.111 -2.821 1.266 -0.829 -0.211
C -2.169 3.139 0.000 -1.963 -3.342 -4.831 -0.144
N -0.413 -1.840 -0.488 -1.277 1.423 0.864 0.114
H 0.886 0.968 0.997 0.695 0.045 0.461 0.105
H 1.498 -2.410 1.312 -0.115 -2.352 0.231 0.120
H -2.448 3.573 0.864 -1.120 1.750 2.806 0.025
N -1.178 2.180 0.299 2.303 1.195 0.642 -0.039
```
Forces are in eV/Å.

***

What is the relative energy (zero: lowest compared OMol25 entry of this formula, charge and spin) in the second record?
6.021 eV

***

What is the formula in the seventh record?
C5H9N3O2